The following is a DFT calculation (wB97M-V/def2-TZVPD) of 2 unconnected molecules or ions with the total composition C5H16NSi at a distorted geometry.

CARTESIAN COORDINATES (ANGSTROEM)
1 H -4.697 0.869 1.855
2 H 1.064 1.656 -0.860
3 H -3.065 1.490 1.423
4 H 2.116 -0.739 1.425
5 H 1.135 1.268 0.971
6 C -2.452 -1.399 0.430
7 H -2.704 -2.453 0.150
8 H 3.403 -0.824 -2.001
9 C -4.069 1.218 0.994
10 H 3.444 0.895 -0.566
11 H -1.402 -1.280 0.135
12 N 2.626 0.284 -0.261
13 H 3.810 -1.241 0.756
14 C 1.246 0.837 -0.113
15 H 3.642 0.365 1.669
16 H 1.939 0.144 -2.194
17 C 3.036 -0.380 0.970
18 Si -3.707 -0.178 -0.200
19 H -2.595 -1.385 1.460
20 H -4.501 1.932 0.359
21 H 1.953 -1.533 -1.263
22 H -3.840 -0.041 -1.719
23 C 2.495 -0.606 -1.478

Computed properties:
- ΔE to the lowest compared entry with this formula, charge and spin (kJ/mol) = 176.70
- LUMO (alpha / beta) (eV) = -3.54 / -6.22
- charge = +1
- energy (eV) = -14799.841
- spin multiplicity = 3
- orbital gap (alpha / beta) (eV) = 5.069 / 7.048

The following is a DFT calculation (wB97M-V/def2-TZVPD) of C3H4FNO2S in the gas phase.

CARTESIAN COORDINATES (ANGSTROEM)
1 C -0.738 0.839 0.208
2 O 0.297 -0.070 -1.741
3 N 1.474 -0.176 0.237
4 S 2.906 -0.866 -0.361
5 F -0.443 1.024 1.531
6 H -0.905 1.800 -0.249
7 C -2.005 -0.008 0.056
8 O -2.679 -0.316 1.000
9 C 0.398 0.145 -0.551
10 H 1.424 0.047 1.235
11 H -2.227 -0.265 -0.986
12 H 2.500 -2.154 -0.377

Computed properties:
- ΔE to the lowest compared entry with this formula, charge and spin (kJ/mol) = 0.00
- LUMO (eV) = 0.42
- energy (eV) = -22312.937
- orbital gap (eV) = 10.520
- structure (SMILES) = O=C[C@@H](F)C(=O)NS

The following is a DFT calculation (wB97M-V/def2-TZVPD) of a molecular structure, C22H24O2PRe at a distorted geometry.

CARTESIAN COORDINATES (ANGSTROEM)
1 C -3.738 3.227 -5.473
2 H -0.978 -3.025 0.127
3 O -0.130 0.229 1.825
4 C -2.776 2.268 -5.768
5 H -3.976 -3.265 -2.912
6 H 0.341 -1.085 -3.370
7 C 2.241 0.399 1.626
8 H -4.273 3.723 -6.274
9 H 3.937 1.165 -3.973
10 C 2.206 -0.081 -3.731
11 C -1.287 -1.223 -1.025
12 H -1.245 0.373 3.567
13 Re -0.008 0.337 -0.301
14 C -1.517 -2.539 -0.676
15 H -2.686 -4.285 -1.089
16 O 2.098 -0.155 0.311
17 C 2.932 1.101 -3.584
18 C -2.301 2.052 -3.439
19 H -3.447 3.304 -2.109
20 C -1.291 -0.110 2.586
21 C -4.007 3.579 -4.156
22 C -2.492 -3.262 -1.369
23 H 3.819 -1.312 0.339
24 C 2.374 2.206 -2.942
25 H 2.939 3.122 -2.852
26 H -3.610 -0.897 -3.538
27 H -2.168 0.253 2.045
28 H -4.785 4.293 -3.919
29 H 2.329 -2.199 0.750
30 C -3.018 -1.353 -2.761
31 C 0.349 0.920 -2.542
32 H 2.634 -1.683 -0.930
33 C 0.925 -0.183 -3.229
34 H 3.211 0.135 2.059
35 C 2.752 -1.415 0.120
36 H 2.196 1.491 1.513
37 H -1.264 0.950 -4.994
38 C -3.269 3.004 -3.131
39 C -2.023 1.686 -4.760
40 H -2.628 1.942 -6.789
41 H 2.651 -0.918 -4.247
42 C 1.097 2.127 -2.428
43 H 1.142 -1.145 2.723
44 H -1.353 -1.194 2.723
45 C -3.228 -2.682 -2.395
46 P -1.476 1.072 -2.138
47 C 1.097 -0.067 2.519
48 H 1.119 0.474 3.472
49 C -2.032 -0.654 -2.095
50 H 0.633 2.995 -1.968

Computed properties:
- ΔE to the lowest compared entry with this formula, charge and spin (kJ/mol) = 87.75
- LUMO (alpha / beta) (eV) = -13.13 / -11.52
- charge = +3
- energy (eV) = -38684.741
- spin multiplicity = 2
- orbital gap (alpha / beta) (eV) = 4.632 / 6.250

The following is a DFT calculation (wB97M-V/def2-TZVPD) of 9 unconnected molecules or ions with the total composition C18H58FN5O10S at a distorted geometry.

CARTESIAN COORDINATES (ANGSTROEM)
1 H -6.093 -4.228 2.549
2 C 2.256 -8.065 1.291
3 H 1.021 7.027 -2.075
4 H -0.728 7.203 -4.410
5 C -0.952 3.375 -0.911
6 H 1.297 -2.169 -0.046
7 H -0.186 -7.590 0.707
8 H -4.851 -6.154 2.354
9 H -0.881 -5.246 1.172
10 H 5.632 1.312 -3.431
11 H 4.711 0.058 -2.578
12 H -0.021 -1.592 -1.841
13 H 4.974 2.776 0.878
14 H -2.066 4.839 -2.045
15 H 1.403 7.900 -3.553
16 C 0.801 9.173 1.661
17 H -2.309 -4.751 0.493
18 H 0.184 -2.313 2.458
19 C -2.253 4.012 -1.353
20 O -0.723 6.336 -3.969
21 H 2.480 6.597 -2.999
22 H 5.957 -0.099 0.416
23 H 2.230 0.377 -1.136
24 O -4.585 -0.779 -0.710
25 C 1.249 8.614 0.326
26 C -7.396 -5.955 2.494
27 H 6.252 2.302 -0.267
28 H 0.443 8.369 2.313
29 H -4.960 -0.403 1.844
30 C 1.032 -1.303 -1.770
31 O 3.626 1.664 -3.252
32 C 5.341 1.967 0.237
33 H 2.005 -8.485 0.312
34 H 2.799 1.152 -3.243
35 H 3.746 0.126 1.012
36 C 5.602 0.718 1.052
37 H -3.228 -2.771 3.396
38 H -0.546 8.580 -0.429
39 C -6.306 -5.124 3.140
40 N -1.096 -4.150 3.173
41 C 1.436 6.913 -3.081
42 H -1.160 -3.493 3.989
43 H -7.594 -6.856 3.084
44 H -0.322 4.107 -0.398
45 H -0.033 9.870 1.528
46 H -2.896 3.277 -1.848
47 H -3.534 -0.651 2.771
48 H 0.647 4.930 -3.393
49 H -6.608 -4.812 4.144
50 H -7.089 -6.288 1.497
51 H -1.769 1.660 -0.478
52 H 1.621 9.695 2.160
53 O 1.704 -2.227 -0.928
54 H 3.578 -0.551 -4.743
55 C 4.695 0.747 -3.428
56 H 6.358 0.912 1.819
57 C -3.168 -3.081 2.244
58 O -5.115 -5.889 3.252
59 H 1.596 9.413 -0.337
60 H -3.735 -4.134 2.211
61 H -8.322 -5.380 2.404
62 S -3.351 -1.422 0.046
63 F -2.607 -2.435 -1.112
64 C -1.611 -3.374 1.933
65 H 4.498 0.695 -5.577
66 N -0.688 -2.164 1.876
67 H 4.569 1.783 -0.518
68 O -2.426 -0.176 0.341
69 H 3.033 -8.682 1.751
70 H 0.751 0.163 -0.208
71 H 2.067 7.901 0.465
72 H 0.611 -8.992 2.347
73 C 1.028 -7.995 2.175
74 H -2.809 4.392 -0.490
75 H 5.344 -0.710 -4.886
76 H 1.279 -7.554 3.145
77 H -1.217 -1.397 2.386
78 N -1.355 -4.379 0.787
79 H -0.396 2.981 -1.767
80 O 0.035 -7.185 1.563
81 O 0.171 7.936 -0.303
82 H 2.659 -7.062 1.113
83 H 1.476 -1.366 -2.769
84 O 4.408 0.304 1.701
85 H 1.030 5.800 -4.892
86 H 0.666 0.826 -1.857
87 C 4.525 -0.002 -4.733
88 H -0.093 -4.426 3.029
89 N -4.387 -1.126 2.355
90 C 0.629 5.910 -3.879
91 C 1.174 0.100 -1.216
92 N -3.950 -2.115 1.474
93 O -1.216 2.309 -0.010

Computed properties:
- LUMO (eV) = -1.15
- energy (eV) = -61077.339
- orbital gap (eV) = 8.045
- structure (SMILES) = NN(CC(N)(N)N)S(=O)(=O)F.CCO.CCO.CCO.CCO.CCO.CCO.CCO.CCO

The following is a DFT calculation (wB97M-V/def2-TZVPD) of C19H27N3O in the gas phase at a distorted geometry.

CARTESIAN COORDINATES (ANGSTROEM)
1 H -0.882 3.912 -1.917
2 C 1.125 -1.116 -0.451
3 H 0.424 -2.260 -2.026
4 O 1.834 1.162 2.120
5 C 2.587 -1.083 1.977
6 C -1.927 -0.310 0.964
7 H -2.058 -0.516 2.018
8 C -1.191 1.072 0.892
9 C 1.861 0.150 1.433
10 H 2.432 -3.729 1.987
11 H -1.822 3.111 1.392
12 C -2.228 2.258 0.813
13 H 1.913 -1.735 2.584
14 C -4.330 0.693 0.671
15 C 0.028 1.178 -0.085
16 H -3.463 1.789 2.465
17 H 3.731 -4.238 0.943
18 N -0.922 0.856 -3.690
19 H -3.079 0.040 -0.894
20 C 1.024 0.057 0.269
21 N -0.598 -0.385 -3.307
22 C -0.712 1.756 -2.611
23 H -1.295 -1.095 0.629
24 H -1.300 1.104 -4.598
25 H 0.554 2.191 -0.027
26 C -0.896 3.335 -2.810
27 H 4.385 -0.647 -0.285
28 C 3.392 -3.403 1.621
29 C 2.068 -2.253 -0.135
30 C 4.471 -1.568 0.369
31 H 5.235 -1.371 1.075
32 H 0.008 3.765 -3.339
33 H -0.791 1.249 1.923
34 H -5.027 0.281 1.408
35 C 3.111 -2.038 0.957
36 H 3.416 -0.746 2.665
37 H -4.798 1.023 -0.313
38 C -0.307 1.068 -1.544
39 C -3.607 1.895 1.345
40 H 1.362 -3.031 0.124
41 C -0.134 -0.213 -2.098
42 C -3.260 -0.246 0.192
43 H 4.016 -3.304 2.523
44 H -3.562 -1.228 0.209
45 H -4.306 2.820 1.321
46 N 0.317 -1.338 -1.541
47 H -1.754 3.484 -3.455
48 H 4.777 -2.332 -0.371
49 H -2.366 2.448 -0.261
50 H 2.540 -2.509 -1.129

Computed properties:
- ΔE to the lowest compared entry with this formula, charge and spin (kJ/mol) = 287.62
- LUMO (eV) = 0.65
- energy (eV) = -26657.486
- orbital gap (eV) = 8.382
- structure (SMILES) = Cc1[nH]nc2c1[C@@H](C1CCCCC1)C1=C(CC(C)(C)CC1=O)N2

The following is a DFT calculation (wB97M-V/def2-TZVPD) of 4 unconnected molecules or ions with the total composition C13H33NO4 at a distorted geometry.

CARTESIAN COORDINATES (ANGSTROEM)
1 H -2.850 -0.700 0.136
2 C 2.246 0.816 -0.393
3 H -1.937 3.402 -2.464
4 H -0.878 -1.266 2.461
5 H -0.691 4.264 -3.272
6 C 1.872 -0.060 3.243
7 H 0.274 -2.490 1.010
8 O -1.251 -1.247 -0.510
9 H 1.392 0.209 4.184
10 H -0.924 0.258 3.386
11 H 3.113 -2.445 -0.877
12 N 1.211 -0.906 0.982
13 H -1.461 -0.619 -1.201
14 H -1.883 3.266 -4.119
15 H -1.326 0.236 1.753
16 H 0.430 2.281 -2.225
17 C -1.206 3.303 -3.266
18 O -1.252 1.036 -2.586
19 H -0.477 -0.881 -0.081
20 C 2.392 -0.633 0.167
21 H -5.187 -3.079 -1.064
22 C 3.738 -0.822 0.961
23 H -5.636 -1.249 0.576
24 O 1.174 -2.263 1.254
25 C 0.850 0.052 2.064
26 H 0.245 1.726 -3.853
27 H 1.401 -1.974 -1.210
28 H -3.734 -2.271 -1.583
29 H 2.892 1.947 1.222
30 H 2.766 -1.193 -1.975
31 H 3.710 -1.664 1.653
32 H 2.145 -1.082 3.506
33 C -4.639 -1.569 0.276
34 O -3.767 -0.461 0.287
35 H 0.739 2.169 2.312
36 C -4.707 -2.102 -1.122
37 C 2.417 -1.621 -1.036
38 C -0.616 -0.208 2.450
39 C 1.985 1.900 0.620
40 H 2.785 0.534 3.207
41 H -4.329 -2.335 0.986
42 H -0.108 1.676 0.829
43 H -1.062 0.317 -3.194
44 H 4.505 -1.110 0.243
45 C 0.783 1.520 1.437
46 H 3.158 1.008 -0.959
47 H 1.796 2.842 0.106
48 H -5.284 -1.456 -1.782
49 C -0.319 2.086 -2.993
50 H 1.335 0.807 -0.990
51 H 4.170 0.055 1.444

Computed properties:
- ΔE to the lowest compared entry with this formula, charge and spin (kJ/mol) = 48.24
- LUMO (eV) = 0.61
- energy (eV) = -23694.209
- orbital gap (eV) = 9.206
- structure (SMILES) = CC1(C)CCCC(C)(C)N1O.CCO.CCO.O